C44H38ClCoN5O5S as an isolated structure in a non-equilibrium geometry, computed with ωB97M-V with the def2-TZVPD basis set.

Each line ends with the Mulliken spin population.
Cartesian coordinates (Å):
Co  -0.37134  0.31933  -0.39387  1.010
O  -2.29623  -0.63468  5.91100  0.000
C  -1.23101  -1.09542  5.48104  0.001
O  -0.28250  -1.70341  5.99469  0.000
C  -1.03402  -0.83500  3.94165  0.008
C  -2.07665  -0.30268  3.18564  -0.018
C  -1.86024  -0.05460  1.84556  0.008
N  -0.67205  -0.34905  1.29564  -0.009
C  0.36701  -0.75999  2.01611  0.054
C  0.20764  -1.05292  3.36005  -0.005
C  1.61582  -0.78872  1.22344  -0.031
C  2.85892  -1.05674  1.76068  0.002
C  3.96327  -1.10621  0.92084  0.007
C  3.77808  -0.90673  -0.43353  -0.005
C  2.51042  -0.58632  -0.89394  -0.011
N  1.44953  -0.50335  -0.09813  -0.064
C  -2.71494  0.71440  0.88841  0.028
C  -3.90772  1.37205  1.22627  0.366
C  -4.43647  2.30845  0.30924  -0.082
C  -3.81562  2.56000  -0.86981  0.320
C  -2.61845  1.79325  -1.29554  -0.022
N  -2.14356  0.86116  -0.28568  0.240
H  -3.01165  -0.07625  3.68023  0.000
H  1.00978  -1.43635  3.97620  0.000
H  2.96083  -1.22623  2.82305  0.000
H  4.94527  -1.31876  1.32102  0.000
H  4.60354  -0.95862  -1.12803  -0.008
H  2.34931  -0.39554  -1.94701  0.012
H  -4.38064  1.20562  2.18221  0.012
H  -5.34967  2.82661  0.57026  0.003
H  -4.20432  3.29220  -1.56553  0.007
H  -2.85241  1.23990  -2.21680  0.093
C  2.20573  3.78376  -5.34922  -0.021
C  2.92186  3.27438  -4.10403  0.204
C  3.90292  2.30833  -4.51901  -0.145
C  4.34410  1.62052  -3.15400  0.457
C  3.51635  2.40399  -2.34973  0.024
C  2.53296  3.78445  -1.10997  0.317
N  3.46931  4.39664  -0.22710  0.039
C  3.56378  4.02516  1.11268  -0.013
C  4.71191  4.30988  1.85520  0.011
C  4.80512  3.87726  3.16310  -0.006
C  3.78287  3.13746  3.76080  0.016
C  2.64805  2.83896  3.03829  -0.009
C  2.52928  3.28809  1.72447  0.001
C  1.41942  2.93221  0.85941  -0.003
O  1.39842  3.57569  -0.30706  0.011
O  0.50531  2.14941  1.07998  0.015
C  3.06334  4.95247  -2.81515  -0.192
C  3.56921  6.30344  -3.06693  0.005
H  1.35128  3.10993  -5.48855  0.016
H  2.83364  3.72108  -6.23354  0.004
H  1.79865  4.79476  -5.27117  0.003
H  4.22271  2.05080  -5.51364  -0.002
H  5.00853  0.81918  -2.89551  0.014
H  3.49550  1.85319  -1.13666  0.040
H  4.37865  4.49335  -0.66305  0.009
H  5.52698  4.85131  1.39143  0.001
H  5.69836  4.10268  3.73122  0.000
H  3.88975  2.79580  4.78079  0.001
H  1.83474  2.26882  3.46991  -0.001
H  3.12606  7.00951  -2.36263  -0.012
H  3.30396  6.62128  -4.07948  -0.006
H  4.65714  6.35339  -2.97568  -0.001
C  -0.07057  -3.05363  -7.79183  0.000
C  -0.27800  -2.71668  -6.34057  0.002
C  -1.55370  -2.49211  -5.83559  0.000
C  -1.74389  -2.18080  -4.49556  0.006
C  -0.65014  -2.10453  -3.65582  0.013
C  0.63528  -2.31358  -4.13886  0.006
C  0.81215  -2.62375  -5.47449  0.003
S  -0.95958  -1.68174  -1.93768  0.049
C  -0.54784  -3.29636  -1.24230  0.005
O  -2.43812  -1.56171  -1.82672  -0.002
H  -1.02014  -3.09872  -8.32188  0.000
H  0.42859  -4.01796  -7.89615  0.000
H  0.55725  -2.30384  -8.27541  0.000
H  -2.40972  -2.56252  -6.49490  0.000
H  -2.72901  -2.00666  -4.08304  0.001
H  1.49260  -2.24528  -3.47807  -0.005
H  1.80958  -2.79999  -5.85914  0.000
H  -1.15860  -4.04687  -1.73891  0.000
H  -0.78346  -3.25391  -0.17957  0.001
H  0.51438  -3.48693  -1.39399  0.000
Cl  2.65977  3.57165  -2.62619  0.196
C  1.21131  3.26706  -2.71475  -0.045
C  0.02272  4.12215  -2.85187  0.057
C  -1.20354  3.78929  -2.45282  -0.041
C  -1.31266  2.59471  -1.57494  0.023
N  -0.32628  1.55855  -1.96111  -0.011
C  0.69824  1.92691  -2.67365  -0.004
H  0.21159  5.10316  -3.28328  0.005
H  -2.04876  4.45025  -2.59011  0.001
H  -1.03070  2.96282  -0.57833  0.000
H  1.43159  1.18299  -2.98948  0.047

Frontier orbital gap (alpha / beta), Eh: 0.1770 / 0.1722
LUMO (alpha / beta), eV: -0.98 / -1.86
2S+1: 4